ORCA calculation (wB97M-V/def2-TZVPD) on 3 unconnected molecules or ions with the total composition C6H20NO2 in a non-equilibrium geometry.

## Properties
- ΔE to the lowest compared entry with this formula, charge and spin: 10.8 kcal per mole
- HOMO-LUMO gap: 11.4 eV
- Electronic energy: -12125.3388 eV
- Largest force on an atom: 2.470 eV/A

The geometry in ORCA input format:
```
! wB97M-V def2-TZVPD RIJCOSX def2/J DEFGRID3
* xyz 1 1
C -0.638 0.332 -2.232
C 0.311 -0.121 -1.111
C -0.008 -1.427 -0.380
C 1.197 -1.845 0.451
C -1.242 -1.434 0.600
C -2.487 -0.587 0.259
N 0.472 1.032 -0.095
H -0.182 0.459 -3.212
H -0.957 1.376 -2.043
H -1.565 -0.207 -2.375
H 1.299 -0.151 -1.570
H -0.055 -2.204 -1.151
H 2.173 -1.821 -0.061
H 1.251 -2.928 0.618
H 1.283 -1.348 1.413
H -0.861 -1.161 1.578
H -1.467 -2.501 0.526
H -3.288 -1.251 0.602
H -2.657 -0.345 -0.783
H -2.554 0.319 0.843
H -0.269 1.730 -0.108
H 1.377 1.515 -0.226
H 0.571 0.588 0.824
H 3.380 2.931 0.144
H 3.028 3.146 -1.406
O 2.805 2.742 -0.592
H 0.427 1.036 3.482
H -1.061 1.322 3.141
O -0.284 0.807 2.866
*
```